1.
Here is an isolated ion of composition C4H8NO2 and charge +1 in a non-equilibrium geometry from the Open Molecules 2025 dataset. Energies are from ωB97M-V/def2-TZVPD.

Structure (XYZ):
```
15
Properties=species:S:1:pos:R:3:forces:R:3:lowdin_charge:R:1
O -2.794 -0.416 0.346 0.09 -1.02 0.50 -0.046
C -1.872 0.539 -0.067 0.43 3.50 3.36 -0.124
C -0.277 0.288 0.020 -5.19 -3.86 -0.11 -0.248
N 0.229 -0.919 -0.159 -3.61 -0.95 -2.09 0.127
C 1.614 -0.937 -0.004 1.44 2.13 1.36 -0.084
C 1.840 0.641 -0.004 1.80 -1.60 1.40 0.003
O 0.525 1.194 0.302 1.63 1.53 0.17 0.141
H -3.632 -0.082 0.773 1.72 0.00 -0.69 0.149
H -2.015 1.539 0.621 0.57 -2.14 -1.93 0.194
H -2.065 0.777 -1.074 0.05 0.63 -1.47 0.111
H -0.320 -1.713 -0.632 0.86 1.74 1.40 0.239
H 2.159 -1.366 -0.783 0.61 -0.72 -1.46 0.120
H 1.855 -1.477 0.902 0.37 0.23 0.45 0.140
H 2.603 0.951 0.722 -0.67 0.14 -0.01 0.149
H 2.149 0.980 -0.963 -0.08 0.39 -0.87 0.129
```
Forces are in eV/Å.

Output
total charge	+1
frontier orbital gap	11.5	eV
2S+1	1


2.
Here is an isolated ion of composition C4H8NO2 and charge +1 in a non-equilibrium geometry from the Open Molecules 2025 dataset. Energies are from ωB97M-V/def2-TZVPD.

Structure (XYZ):
```
15
Properties=species:S:1:pos:R:3:forces:R:3:lowdin_charge:R:1
N -0.405 -1.471 -0.081 0.16 0.07 -1.64 0.249
C 0.240 -0.113 -0.284 0.36 -0.22 0.11 -0.246
C 1.727 -0.419 -0.360 0.94 -0.03 0.50 -0.160
O 2.106 -1.531 -0.599 -0.13 -0.36 -0.05 0.105
C -0.053 0.811 0.849 -2.01 2.56 -0.05 -0.095
C -1.372 1.668 0.589 0.69 -2.04 -0.05 -0.197
O -2.153 1.326 -0.249 -0.14 0.35 0.00 0.085
H -0.986 -1.594 0.742 0.20 0.10 0.35 0.179
H -0.985 -1.708 -0.888 -0.27 0.14 0.05 0.183
H 0.404 -2.125 -0.172 -0.11 -0.19 0.48 0.152
H -0.052 0.273 -1.273 -0.23 0.03 0.41 0.180
H 2.463 0.360 -0.074 -0.44 0.14 -0.43 0.160
H -0.140 0.309 1.813 0.31 0.16 0.12 0.136
H 0.568 1.722 0.915 0.98 -1.03 0.09 0.137
H -1.441 2.558 1.215 -0.32 0.32 0.09 0.133
```
Forces are in eV/Å.

Output
total charge	+1
frontier orbital gap	10.4	eV
2S+1	1


Calculated values (kcal per mole) of energy above the lowest of the compared OMol25 structures with the same formula, charge and spin for the records, taken in order: 41.8 35.5.